1.
68
Properties=species:S:1:pos:R:3:mulliken_charge:R:1 method="wB97M-V/def2-TZVPD" multiplicity=1 charge=+3 e_tot_ha=-2351.66097 orbital_gap_ev=4.22 fmax_ev_per_a=2.68
Ir -0.61374 1.79430 -0.07005 0.42
O 6.71966 -1.92200 0.00245 -0.44
C 5.43416 -2.08410 -0.12915 0.48
O 4.91666 -3.11140 -0.47335 -0.48
C 4.49486 -0.90630 0.11345 -0.37
C 4.82996 0.42990 -0.23695 -0.90
C 3.87876 1.42530 -0.21865 -1.26
C 2.54406 1.18110 0.13475 0.55
C 2.15206 -0.20350 0.53535 3.59
C 3.24056 -1.20100 0.53425 -0.76
N 1.53596 2.09150 0.05925 -0.25
C 1.80396 3.39360 -0.02455 -0.07
C 0.77736 4.36290 -0.08245 0.22
C 1.07786 5.73680 -0.07075 -0.89
C 0.05176 6.65750 -0.04475 -0.34
C -1.25964 6.19160 -0.04635 -0.92
C -1.48254 4.82230 -0.08185 0.41
N -0.50774 3.92290 -0.09705 0.06
H 7.04916 -1.07590 0.33815 0.35
H 5.83406 0.67300 -0.55615 0.48
H 4.18866 2.40850 -0.53745 0.41
H 1.50686 -0.54320 -0.29675 -1.99
H 2.98626 -2.21310 0.81525 0.56
H 2.82236 3.75240 0.01455 0.41
H 2.11066 6.04680 -0.06535 0.42
H 0.25926 7.71500 -0.01435 0.50
H -2.09694 6.87030 -0.01945 0.44
H -2.50484 4.45930 -0.10475 0.23
I -3.23114 1.86070 -0.17475 0.19
C -4.32904 0.03780 -0.05705 0.24
C -5.69294 0.27360 -0.04515 -0.68
C -6.59924 -0.78230 -0.05705 -1.02
C -6.11634 -2.07040 -0.06745 -0.80
C -4.73034 -2.33410 -0.04275 0.97
C -4.30474 -3.67620 -0.02465 -0.87
C -2.96664 -3.99230 0.01325 -1.40
C -2.03154 -2.96450 0.04835 -0.49
C -2.39514 -1.61770 0.02935 1.61
P -0.89194 -0.55800 0.08365 0.20
C -0.08144 -1.03080 -1.51435 1.14
C 0.66736 -2.19640 -1.69065 0.41
C 1.20886 -2.47900 -2.93225 -0.95
C 1.01296 -1.61070 -3.99835 -0.63
C 0.28916 -0.44050 -3.82045 -0.89
C -0.25284 -0.14140 -2.58105 -0.62
C 0.00036 -1.09890 1.54405 1.05
C 1.23116 -0.27100 1.80135 0.16
C 1.95536 -0.64480 3.04725 -0.63
C 1.41846 -1.48560 3.96385 -1.09
C 0.16736 -2.10120 3.73945 -0.54
C -0.52024 -1.89020 2.55155 -0.87
C -3.76984 -1.26060 -0.02995 0.31
H -6.06324 1.28810 -0.04065 0.37
H -7.65974 -0.58180 -0.07055 0.43
H -6.79424 -2.91010 -0.08735 0.44
H -5.05614 -4.45240 -0.03765 0.46
H -2.64054 -5.02040 0.01725 0.48
H -0.98424 -3.22730 0.09585 0.38
H 0.85536 -2.87230 -0.86485 0.30
H 1.78536 -3.38240 -3.06345 0.50
H 1.43596 -1.84110 -4.96555 0.47
H 0.14406 0.23460 -4.64845 0.51
H -0.81944 0.78340 -2.44485 0.34
H 0.87956 0.77300 1.95465 0.48
H 2.90726 -0.16350 3.21355 0.61
H 1.94906 -1.70480 4.87715 0.49
H -0.25584 -2.73880 4.49745 0.52
H -1.47004 -2.38430 2.40375 0.54

---

2.
74
Properties=species:S:1:pos:R:3:mulliken_charge:R:1 method="wB97M-V/def2-TZVPD" multiplicity=1 charge=-1 e_tot_ha=-3508.81929 orbital_gap_ev="5.93 / 5.93" fmax_ev_per_a=1.34
W -0.04616 0.15449 0.49605 0.68
C 2.66455 3.32452 -0.21887 -0.51
O 3.74156 2.58414 -0.78780 -0.53
C 3.92487 1.27031 -0.51755 0.06
C 5.10406 0.73728 -1.00939 -0.61
C 5.44915 -0.59889 -0.82203 -0.72
C 4.59953 -1.43183 -0.13998 -0.92
C 3.36788 -0.94448 0.31298 0.59
C 2.49880 -1.78908 1.06752 -0.75
N 1.27479 -1.48957 1.33811 0.52
N 0.69111 -2.25766 2.31941 -0.90
C -0.30978 -1.59299 2.81149 0.33
O -0.62555 -0.42317 2.35519 -0.28
C -1.12695 -2.18009 3.88774 0.21
C -2.22589 -1.46535 4.35764 -0.33
C -3.02622 -2.00793 5.35015 -0.72
C -2.73475 -3.26126 5.86916 -0.36
C -1.64276 -3.97676 5.39406 -0.66
C -0.83609 -3.43999 4.40588 -0.32
C 2.99638 0.40971 0.12345 1.35
O 1.82272 0.83795 0.52217 -0.47
H 2.87396 4.36518 -0.46430 0.32
H 2.61842 3.20920 0.86084 0.29
H 1.70242 3.03848 -0.64700 0.09
H 5.75446 1.40584 -1.55876 0.45
H 6.38391 -0.97044 -1.22080 0.38
H 4.84648 -2.47433 0.02192 0.44
H 2.90332 -2.68705 1.52641 0.46
H -2.43578 -0.49575 3.92336 0.44
H -3.88209 -1.45340 5.71307 0.40
H -3.36277 -3.68333 6.64409 0.37
H -1.42664 -4.95907 5.79499 0.39
H 0.01778 -3.97988 4.02028 0.46
S -2.49736 1.11231 0.88991 -0.35
C -2.28148 2.83895 0.90906 0.57
C -3.27502 3.68377 0.43249 -0.96
C -3.11255 5.06580 0.45787 0.38
C -4.14690 5.91460 -0.03596 -0.16
N -4.99163 6.59151 -0.42630 -0.58
C -1.91869 5.60923 0.96588 0.64
C -0.92254 4.76145 1.43911 -0.99
C -1.08844 3.38041 1.42010 0.70
S 0.14302 2.32004 2.03221 -0.36
C -1.71255 7.02098 0.98465 -0.16
N -1.52406 8.15598 1.00441 -0.58
H -4.18278 3.25455 0.03015 0.55
H -0.00265 5.17697 1.82872 0.50
C 1.66440 -0.29369 -4.18666 -1.98
C 0.95829 0.17552 -2.93918 0.43
S 1.06430 -0.91509 -1.59395 -0.24
C 0.25573 1.31029 -2.83650 0.85
C -0.00056 2.28751 -3.94895 -1.66
S -0.58074 1.67776 -1.34481 0.03
H 2.04817 -1.30069 -4.02943 0.49
H 2.50575 0.36029 -4.42448 0.35
H 0.98577 -0.31014 -5.04139 0.42
H 0.55870 2.01584 -4.84322 0.48
H 0.27965 3.29910 -3.65099 0.30
H -1.06679 2.30055 -4.18763 0.29
C -1.51715 -1.55873 0.04824 -1.20
C -1.33071 -2.48037 -1.09885 0.04
C -1.87016 -2.18090 -2.35423 -0.16
C -1.68877 -3.02517 -3.42795 -0.93
C -0.97625 -4.21875 -3.27239 0.54
C -0.45636 -4.54326 -2.01800 -1.05
C -0.63490 -3.68504 -0.95392 0.04
C -0.82036 -5.09989 -4.38273 0.08
N -0.70702 -5.81236 -5.28043 -0.59
H -1.60249 -2.16960 0.94950 0.60
H -2.48429 -1.07421 -0.08643 0.81
H -2.41226 -1.25090 -2.48351 0.39
H -2.09206 -2.77226 -4.40048 0.45
H 0.09157 -5.46805 -1.88868 0.45
H -0.21254 -3.92913 0.01524 0.44

---

3.
75
Properties=species:S:1:pos:R:3:mulliken_charge:R:1 method="wB97M-V/def2-TZVPD" multiplicity=1 charge=-2 e_tot_ha=-2220.42945 orbital_gap_ev=5.53 fmax_ev_per_a=0.88
Tl -0.72612 -0.46753 0.17376 0.64
O -2.19482 -4.34734 -2.49895 -0.71
C -2.34503 -3.41754 -1.70040 -0.07
N -1.94949 -3.31046 -0.42192 0.12
C -1.80948 -4.38770 0.36109 -0.24
O -2.32492 -5.50542 0.25795 -0.76
C -0.92231 -4.16422 1.58808 0.54
C -0.46107 -5.29112 2.26793 -0.49
C 0.36597 -5.12235 3.36272 -0.38
C 0.69253 -3.83380 3.76332 -0.79
C 0.16963 -2.76950 3.04344 0.03
N -0.60980 -2.92763 1.97348 0.06
C -2.88113 -2.10084 -2.25165 0.61
C -2.59691 -1.76091 -3.57116 -0.60
C -3.01188 -0.53122 -4.05101 -0.51
C -3.71271 0.31347 -3.20399 -0.28
C -3.96965 -0.12344 -1.91370 -0.15
N -3.56718 -1.29912 -1.43636 -0.34
H -0.77374 -6.26297 1.91196 0.47
H 0.75033 -5.98271 3.90072 0.36
H 1.32699 -3.64601 4.62063 0.41
H 0.35715 -1.74022 3.33630 0.21
H -2.04799 -2.46542 -4.18134 0.45
H -2.76933 -0.22024 -5.06057 0.36
H -4.01800 1.30333 -3.51579 0.35
H -4.50091 0.51694 -1.21667 0.33
C 0.24674 5.34915 -1.77521 -0.13
C 1.46496 4.69428 -2.26635 -0.93
C 1.96607 3.60575 -1.67857 -0.29
C 1.53084 3.13381 -0.35666 -0.30
C 0.38955 3.82618 0.31451 -0.45
C -0.08336 5.17182 -0.28132 -0.70
N 2.20973 2.14384 0.10130 -0.43
C 2.38683 1.74744 1.41057 0.58
C 2.62596 2.67662 2.44208 -0.44
C 3.01730 2.27139 3.69768 -0.67
C 3.21037 0.92077 3.98799 -0.68
C 3.00238 -0.00712 2.99088 -0.21
C 2.58888 0.39050 1.72083 -0.05
N 2.29355 -0.53729 0.68181 0.45
N 2.62041 -1.70203 0.88900 -0.77
C 2.21451 -2.60968 -0.16021 0.17
C 2.32159 -3.95273 0.15849 -0.25
C 1.81146 -4.87884 -0.73968 -0.48
C 1.23539 -4.42355 -1.91065 -0.29
C 1.23846 -3.05455 -2.15204 -0.20
N 1.72825 -2.15774 -1.30505 -0.28
H 0.18129 6.39220 -2.08973 0.50
H 1.89004 5.01681 -3.21364 0.31
H 2.79932 3.05678 -2.10058 0.45
H 0.55987 3.86175 1.38667 1.27
H 0.05601 6.04673 0.35504 0.27
H 2.51953 3.72972 2.21954 0.44
H 3.16893 3.01689 4.47007 0.35
H 3.50310 0.60650 4.98160 0.33
H 3.11723 -1.06584 3.17667 0.43
H 2.72850 -4.23520 1.11961 0.38
H 1.81805 -5.93476 -0.50061 0.34
H 0.74515 -5.09135 -2.60543 0.29
H 0.78842 -2.65994 -3.05747 0.36
N -1.79178 3.17982 1.39179 -0.80
C -1.13211 3.24046 0.09030 1.17
C -1.47434 4.58446 -0.61540 -1.05
C -1.15511 4.59320 -2.12568 -0.16
C -1.14607 3.24660 -2.72717 -1.58
C -1.22491 2.12335 -1.94360 0.04
N -1.29596 2.02543 -0.61017 -0.37
H -1.12552 3.06840 2.14555 0.28
H -2.30541 2.30760 1.40235 0.38
H -2.40516 5.03917 -0.28328 0.43
H -1.77718 5.29786 -2.68426 0.55
H -1.05158 3.12626 -3.80166 0.23
H -1.24985 1.16249 -2.46472 0.47
N -0.56879 0.80558 3.93207 -0.93
C -0.66169 0.39500 2.84486 0.28